[1]
79
Properties=species:S:1:pos:R:3:mulliken_charge:R:1 method="wB97M-V/def2-TZVPD" spin_multiplicity=1 e_tot_ha=-2370.892434 gap_ev=7.25 e_above_lowest_kcal_mol=58.8 total_charge=0 lumo_ev=-0.16 e_homo_ev=-7.4
Al 0.5148 -0.3210 -0.4301 -0.011
C 0.3869 -4.7393 -1.1004 -1.063
C -0.3172 -3.8880 -2.1108 0.492
N -0.6735 -4.4292 -3.2516 -0.690
C -1.2876 -3.6650 -4.1765 -1.093
C -1.6002 -2.3451 -3.9766 0.634
C -2.2708 -1.5568 -5.0678 -0.967
O -1.5055 -0.4172 -5.4557 -0.486
C -1.2267 -1.7430 -2.7527 1.032
C -1.6660 -0.3797 -2.4729 -0.974
N -1.1950 0.3652 -1.5416 0.533
C -1.9538 1.5291 -1.1888 -0.081
C -3.3457 1.4463 -1.1987 -0.210
C -4.1365 2.5219 -0.8353 -0.956
C -3.5424 3.7061 -0.4331 -0.678
C -2.1611 3.7920 -0.3814 -0.585
C -1.3654 2.7130 -0.7432 0.103
I 0.6858 2.9644 -0.5558 0.158
C -0.5467 -2.5109 -1.7999 0.278
O -0.1265 -2.0583 -0.6483 -0.568
H 0.4781 -5.7499 -1.4910 0.379
H -0.1544 -4.7565 -0.1524 0.280
H 1.3795 -4.3376 -0.8843 0.172
H -1.5420 -4.1502 -5.1124 0.339
H -3.2358 -1.1581 -4.7498 0.362
H -2.4610 -2.2172 -5.9186 0.381
H -0.6241 -0.7234 -5.6967 0.347
H -2.4941 -0.0074 -3.0731 0.919
H -3.8166 0.5047 -1.4492 0.573
H -5.2138 2.4205 -0.8479 0.385
H -4.1460 4.5547 -0.1394 0.398
H -1.6891 4.7046 -0.0437 0.446
C -2.0874 -1.0836 3.7600 -2.031
C -0.9232 -0.1058 3.6960 1.637
C -0.1121 -0.1683 4.9775 -1.829
O -0.0760 -0.5243 2.6040 0.113
B -0.3887 0.2392 1.4591 0.136
O -1.2491 1.2595 1.8262 0.138
C -1.3466 1.3257 3.2636 1.417
C -2.7679 1.7066 3.6331 -1.952
C -0.3763 2.4101 3.7130 -1.877
H -1.6916 -2.0904 3.8983 0.496
H -2.6594 -1.0726 2.8314 0.277
H -2.7637 -0.8620 4.5873 0.365
H 0.1701 -1.2041 5.1756 0.434
H -0.6898 0.1873 5.8340 0.345
H 0.7945 0.4304 4.9035 0.288
H -3.4929 1.0469 3.1605 0.342
H -2.9707 2.7261 3.3028 0.446
H -2.9144 1.6667 4.7156 0.356
H 0.6463 2.1674 3.4183 0.192
H -0.4009 2.5651 4.7934 0.394
H -0.6520 3.3446 3.2235 0.432
F 3.8753 4.4313 -4.1161 -0.361
C 3.3825 3.2642 -3.6331 0.535
C 4.0448 2.6328 -2.6002 -0.793
C 3.5298 1.4380 -2.1139 0.006
C 2.3601 0.8724 -2.6257 -0.889
C 1.7609 -0.3467 -2.0226 -0.611
C 1.7450 1.5382 -3.6885 0.261
C 2.2435 2.7293 -4.1965 -0.853
H 4.9511 3.0660 -2.1977 0.425
H 4.0434 0.9337 -1.3020 0.332
H 2.5547 -1.0223 -1.6875 0.550
H 1.2104 -0.8839 -2.8001 0.352
H 0.8378 1.1240 -4.1176 0.372
H 1.7564 3.2435 -5.0145 0.438
C 3.9360 -0.2435 2.7139 -0.759
N 3.1552 -1.4689 2.6124 0.293
C 3.2206 -2.4879 3.6542 -0.821
C 2.2688 -1.5889 1.6339 -0.118
O 2.0949 -0.7197 0.7732 -0.617
H 4.8318 -0.4459 3.2959 0.411
H 3.3587 0.5486 3.1950 0.205
H 4.2157 0.0888 1.7176 0.186
H 4.0243 -2.2303 4.3386 0.287
H 3.4353 -3.4676 3.2294 0.339
H 2.2897 -2.5293 4.2206 0.241
H 1.6775 -2.5091 1.6347 0.624

---

[2]
101
Properties=species:S:1:pos:R:3:mulliken_charge:R:1 method="wB97M-V/def2-TZVPD" spin_multiplicity=1 e_tot_ha=-6624.671494 gap_ev=11.05 total_charge=0 lumo_ev=-0.01 e_homo_ev=-11.1
N 3.9323 1.6226 -2.4910 -0.480
C 2.9834 1.3584 -1.9023 0.262
C 1.7582 1.0809 -1.1674 -0.088
Br 1.1118 -0.7041 -1.5877 -0.062
C 1.9078 1.2963 0.3539 0.261
C 2.6740 0.2267 0.9964 -0.172
N 3.2547 -0.6090 1.5255 -0.488
C 2.4769 2.6873 0.6941 -0.750
C 1.4188 3.7997 0.6969 -0.078
O 1.6628 4.7177 -0.3750 -0.582
H 0.9740 1.7417 -1.5328 0.398
H 0.8952 1.2382 0.7647 0.336
H 2.9150 2.6256 1.6904 0.330
H 3.2697 2.9803 0.0055 0.547
H 1.5121 4.3550 1.6308 -0.190
H 0.4100 3.3892 0.6070 0.444
H 0.8743 4.8133 -0.9111 0.308
C 2.0121 1.0482 6.7117 -1.190
C 0.7953 1.8232 6.2633 0.053
O 1.0912 3.2387 6.1253 -0.385
C 1.7166 3.5971 5.0265 0.206
O 2.0600 2.9053 4.1118 -0.519
C 1.9335 5.1281 5.0128 1.088
F 2.4063 5.5804 6.1707 -0.264
F 0.7657 5.7420 4.7646 -0.263
F 2.7829 5.4637 4.0467 -0.238
H 2.4037 1.4593 7.6424 0.338
H 1.7368 0.0073 6.8783 0.372
H 2.8003 1.0787 5.9606 0.351
H 0.0059 1.7830 7.0060 0.156
H 0.4009 1.4509 5.3186 0.291
C 1.6680 8.8998 3.6552 -1.087
C 0.8234 8.3866 2.5125 -0.101
O -0.1406 9.3758 2.0793 -0.356
C 0.3205 10.3269 1.2850 0.310
O 1.4345 10.4596 0.8749 -0.504
C -0.8346 11.2787 0.8930 0.912
F -1.5558 11.6372 1.9577 -0.248
F -1.6504 10.6642 0.0261 -0.254
F -0.3605 12.3743 0.3175 -0.237
H 1.0385 9.2189 4.4864 0.302
H 2.3286 8.1062 4.0017 0.237
H 2.2820 9.7437 3.3436 0.408
H 0.2172 7.5378 2.8196 0.266
H 1.4334 8.0901 1.6595 0.334
C 2.2587 -4.9022 -4.7332 -1.148
C 1.1265 -4.5300 -5.6611 -0.069
O -0.1075 -5.1941 -5.2774 -0.333
C -0.7685 -4.6567 -4.2721 0.378
O -0.4878 -3.6818 -3.6382 -0.528
C -2.0607 -5.4665 -4.0131 0.911
F -1.8180 -6.7806 -3.9850 -0.249
F -2.9462 -5.2328 -4.9919 -0.263
F -2.6109 -5.1171 -2.8593 -0.258
H 2.3890 -5.9845 -4.7029 0.334
H 3.1787 -4.4463 -5.0951 0.357
H 2.0709 -4.5484 -3.7200 0.293
H 1.3176 -4.8704 -6.6751 0.312
H 0.9599 -3.4560 -5.6851 0.281
C -4.6654 2.3545 10.6065 -1.084
C -4.5911 2.4568 9.1007 -0.244
O -3.4457 1.7370 8.5808 -0.269
C -3.5876 0.4277 8.4668 0.297
O -4.5486 -0.2317 8.7245 -0.516
C -2.2919 -0.1801 7.8823 0.967
F -1.2059 0.2939 8.5066 -0.255
F -2.1881 0.1363 6.5824 -0.252
F -2.2969 -1.4972 7.9938 -0.254
H -3.7409 2.7121 11.0599 0.303
H -5.4905 2.9652 10.9721 0.371
H -4.8334 1.3261 10.9226 0.322
H -4.4311 3.4825 8.7779 0.302
H -5.4914 2.0737 8.6223 0.327
C -3.6136 -8.9520 -5.1778 -0.916
C -4.1194 -10.0323 -6.1056 -0.414
O -4.6443 -11.1623 -5.3679 -0.309
C -5.8710 -11.0271 -4.8958 0.329
O -6.6033 -10.0912 -5.0207 -0.510
C -6.2866 -12.3200 -4.1545 0.914
F -5.3306 -12.7344 -3.3200 -0.248
F -6.5156 -13.2960 -5.0425 -0.255
F -7.3961 -12.1203 -3.4566 -0.238
H -2.8648 -9.3541 -4.4958 0.314
H -3.1601 -8.1541 -5.7635 0.317
H -4.4275 -8.5292 -4.5902 0.338
H -3.3131 -10.4532 -6.7017 0.340
H -4.8929 -9.6615 -6.7771 0.334
C 4.3981 -0.0958 -5.4167 -0.730
C 3.5375 0.1587 -6.6298 -0.307
O 3.9651 -0.6300 -7.7736 -0.328
C 3.6039 -1.8951 -7.7603 0.283
O 2.9796 -2.4639 -6.9108 -0.465
C 4.0711 -2.5966 -9.0569 0.929
F 5.3431 -2.3143 -9.3357 -0.248
F 3.3155 -2.1921 -10.0846 -0.264
F 3.9465 -3.9135 -8.9392 -0.237
H 5.4473 0.1027 -5.6367 0.329
H 4.0855 0.5571 -4.6028 0.140
H 4.3050 -1.1274 -5.0796 0.236
H 3.6180 1.1871 -6.9725 0.350
H 2.4893 -0.0655 -6.4336 0.307

---

[3]
80
Properties=species:S:1:pos:R:3:mulliken_charge:R:1 method="wB97M-V/def2-TZVPD" spin_multiplicity=1 e_tot_ha=-4545.479523 gap_ev=4.60 e_above_lowest_kcal_mol=4.0 total_charge=0 lumo_ev=-0.81 e_homo_ev=-5.4
Sc -14.2683 -13.5397 4.9501 0.636
C -10.3675 -12.7238 2.0956 -1.287
P -11.8670 -11.6691 2.0202 1.323
C -12.1389 -11.6873 0.1774 -1.457
C -11.1316 -9.9971 2.1920 -0.315
C -9.8619 -9.5646 1.7666 -0.233
C -9.3469 -8.3391 2.1332 -0.831
C -10.0872 -7.4864 2.9334 -0.591
C -11.3926 -7.8067 3.2981 -0.686
C -11.8448 -9.1064 3.0374 0.239
P -13.4379 -9.7082 3.6766 0.973
C -14.6575 -8.5518 2.8020 -1.354
C -13.5272 -9.0281 5.4226 -1.114
H -9.9952 -12.6812 3.1423 -0.165
H -9.5372 -12.4503 1.4289 0.550
H -10.7022 -13.7286 1.8705 0.435
H -11.2493 -12.0054 -0.3846 0.400
H -12.4869 -10.6889 -0.2013 0.315
H -12.9087 -12.4387 -0.0260 0.438
H -9.3128 -10.2061 1.1043 0.352
H -8.3162 -8.0558 1.9536 0.349
H -9.6717 -6.5066 3.2544 0.338
H -12.0400 -7.0867 3.7945 0.358
H -14.3640 -7.4935 2.8352 0.363
H -15.6534 -8.6810 3.2600 0.377
H -14.6726 -8.8948 1.7660 0.342
H -13.2030 -7.9760 5.3337 0.457
H -12.8626 -9.5662 6.1024 0.158
H -14.5761 -9.0627 5.7889 0.297
N -16.2372 -15.3222 1.5660 -0.106
C -15.7152 -14.3654 0.7073 -0.886
C -15.1650 -13.4179 1.5308 -0.491
N -15.3807 -13.6958 2.8698 0.397
C -16.0005 -14.8876 2.8437 0.214
C -16.0546 -15.7490 3.9955 -0.036
N -15.4655 -15.4525 5.1511 0.275
C -15.5507 -16.5544 5.9306 -0.561
C -16.2262 -17.5320 5.2721 -0.589
N -16.5300 -17.0106 4.0059 -0.144
H -16.7518 -16.1807 1.2777 0.231
H -15.8303 -14.3250 -0.3905 0.395
H -14.6527 -12.5108 1.3144 0.627
H -15.0949 -16.5167 6.9081 0.461
H -16.5183 -18.5398 5.5041 0.436
H -16.8335 -17.5440 3.1694 0.244
C -7.6821 -13.3162 5.0349 -0.935
Si -8.7253 -14.2774 6.2781 0.304
C -9.0841 -13.2316 7.7747 -0.954
C -8.0385 -15.9951 6.8619 -1.171
C -10.2351 -14.8879 5.1975 0.180
C -10.0438 -16.0181 4.3901 -0.009
C -11.1123 -16.5902 3.6839 -1.211
C -12.3116 -15.9711 3.8163 -0.174
N -12.5550 -14.8197 4.4761 0.589
C -11.4783 -14.2045 5.1407 0.025
S -11.7461 -12.6015 5.7128 -0.401
H -6.6422 -13.3676 5.3451 0.441
H -8.0555 -12.2439 4.9626 0.171
H -7.7435 -13.7984 4.0407 0.296
H -8.1234 -12.8036 8.0430 0.349
H -9.4554 -13.7458 8.6862 0.289
H -9.8184 -12.4362 7.5223 0.227
H -7.2590 -16.0592 7.6543 0.373
H -7.5448 -16.5543 6.0347 0.315
H -8.8826 -16.6316 7.2095 0.361
H -9.0703 -16.5343 4.2932 0.199
H -10.9760 -17.4310 3.0037 0.366
H -13.2277 -16.4258 3.3997 0.179
Cl -13.5899 -10.8815 8.7217 -0.185
C -15.3056 -11.1042 8.4563 0.225
C -16.2423 -10.6370 9.3551 -0.560
C -17.5669 -10.4186 8.9388 -0.312
C -18.0048 -10.8517 7.6401 -0.466
C -17.1220 -11.4490 6.8251 0.618
Cl -17.5716 -11.6551 5.1276 -0.274
C -15.7542 -11.7273 7.2064 -0.481
N -15.0174 -12.4743 6.4360 -0.526
H -15.8582 -10.3099 10.3342 0.323
H -18.2443 -9.8953 9.5964 0.357
H -19.0259 -10.6052 7.2989 0.341